A cluster of 5 separate species, C44H89F9N8O2S3 in total. Source: OMol25; level of theory: the ωB97M-V functional and the def2-TZVPD basis.

Last column: Mulliken charge in e.
Element x y z (Å)
C1 5.6756 -0.7880 -0.5556  -1.097
C2 5.8687 -1.3051 -2.0690  1.238
N1 5.2680 -2.6437 -2.3519  0.119
C3 6.0786 -3.7689 -1.7909  -0.633
C4 7.3691 -4.1691 -2.7032  -0.743
C5 4.9716 -2.8189 -3.7873  -0.128
S1 3.5567 -3.6637 -4.1961  -0.172
S2 5.9864 -2.1678 -5.1988  -0.104
C6 5.4401 -0.4549 -5.6683  0.252
C7 4.0202 -0.4171 -6.4727  -0.665
C8 3.3168 1.0352 -6.4684  -0.671
C9 2.4570 1.3636 -5.1297  1.869
C10 2.6187 0.2170 -3.9896  -0.977
N2 2.7595 -0.5815 -3.0963  -0.555
C11 0.8955 1.4376 -5.6245  -0.276
C12 0.3033 0.0142 -6.0165  -1.101
C13 -0.8042 -0.6441 -5.1060  1.072
F1 -1.8635 -1.1123 -5.9840  -0.312
F2 -0.2274 -1.8872 -4.6032  -0.306
C14 -1.3271 0.1198 -3.8135  0.505
F3 -1.9689 -0.9044 -3.0088  -0.248
F4 -0.2801 0.5930 -2.9377  -0.084
S3 -2.6372 1.4252 -4.0436  1.291
F5 -2.2659 1.7220 -5.6378  -0.334
F6 -3.8421 0.2896 -4.4306  -0.341
F7 -3.0838 1.1675 -2.4173  -0.347
F8 -1.6574 2.6752 -3.4641  -0.235
F9 -3.8582 2.5939 -4.1936  -0.321
C15 2.9721 2.7328 -4.4557  1.234
C16 2.7339 3.8913 -5.5745  -0.486
N3 2.5154 4.6811 -6.4653  -0.690
C17 4.5429 2.7824 -4.1062  -1.282
N4 4.9251 2.0967 -2.8360  -0.203
C18 2.1488 3.2020 -3.1551  -0.813
O1 1.0840 4.1521 -3.4968  -0.354
C19 0.5099 4.7199 -2.3171  0.571
C20 0.0268 3.8651 -1.0277  -0.268
O2 0.3125 5.9756 -2.2622  -0.600
H1 5.0388 -1.4686 0.1070  0.379
H2 6.7214 -0.5601 -0.1076  0.309
H3 5.1297 0.2319 -0.6149  0.091
H4 5.3425 -0.5485 -2.7593  -1.152
H5 6.9971 -1.2394 -2.3405  0.354
H6 5.4410 -4.6990 -1.5198  0.313
H7 6.5186 -3.3963 -0.7846  0.374
H8 7.7509 -3.2203 -3.2197  0.199
H9 8.1796 -4.7122 -2.1056  0.333
H10 6.9839 -4.8643 -3.5408  0.220
H11 5.3574 0.2212 -4.7482  -0.659
H12 6.2615 -0.0099 -6.3471  0.391
H13 4.3082 -0.6244 -7.5804  0.454
H14 3.3245 -1.2857 -6.1751  0.128
H15 4.1448 1.8138 -6.6800  0.468
H16 2.6382 1.0621 -7.4107  0.365
H17 0.3188 2.0538 -4.8562  -0.116
H18 0.9325 2.0827 -6.5890  0.761
H19 -0.1251 0.0996 -7.0927  0.382
H20 1.1955 -0.7216 -6.1256  0.139
H21 4.8073 3.9067 -3.9607  0.381
H22 5.2365 2.3907 -4.9261  0.396
H23 4.7455 2.6679 -2.0011  0.228
H24 5.8822 1.7230 -2.8647  0.281
H25 1.6522 2.3429 -2.5822  0.218
H26 2.8998 3.6920 -2.4212  0.605
H27 -0.3066 2.8119 -1.3880  -0.101
H28 0.8972 3.6574 -0.2882  0.101
H29 -0.8889 4.3302 -0.5271  0.353
C21 2.5455 1.6212 1.9515  -1.004
C22 2.2735 2.3678 3.2526  -0.334
N5 0.9317 2.9396 3.3443  0.201
C23 0.7740 3.8540 4.4763  -0.701
C24 0.8936 3.2716 5.8826  -0.920
C25 -0.1785 2.0146 3.1361  -0.904
C26 -0.2835 0.8112 4.0727  -0.456
H30 2.3879 2.2694 1.0836  -0.059
H31 3.5852 1.2842 1.9315  0.452
H32 1.9157 0.7354 1.8467  0.249
H33 3.0050 3.1799 3.3155  0.508
H34 2.4832 1.6899 4.0926  0.146
H35 -0.1873 4.3719 4.3881  0.357
H36 1.5262 4.6461 4.3736  0.414
H37 -0.0030 2.7191 6.1665  0.216
H38 1.0071 4.0831 6.6078  0.416
H39 1.7595 2.6155 5.9931  0.237
H40 -0.1273 1.6415 2.1070  0.133
H41 -1.1235 2.5688 3.1695  0.460
H42 0.6817 0.3336 4.2562  0.186
H43 -0.9390 0.0568 3.6246  0.185
H44 -0.7279 1.0830 5.0306  0.236
C27 -1.8467 -1.6811 0.4954  -1.438
C28 -1.9346 -2.6887 1.6347  -0.318
N6 -3.0389 -2.4456 2.5599  0.236
C29 -2.9596 -3.2592 3.7732  -0.122
C30 -3.0894 -4.7731 3.6248  -1.175
C31 -4.3687 -2.3470 1.9655  -0.679
C32 -4.8816 -3.5489 1.1725  -1.051
H45 -1.7589 -0.6596 0.8787  0.286
H46 -0.9607 -1.8870 -0.1109  0.533
H47 -2.7125 -1.7339 -0.1680  0.265
H48 -0.9926 -2.6282 2.1899  0.164
H49 -1.9809 -3.6993 1.2040  0.382
H50 -3.7097 -2.9085 4.4906  0.456
H51 -1.9959 -3.0481 4.2539  -0.230
H52 -4.1244 -5.0734 3.4573  0.307
H53 -2.7644 -5.2620 4.5484  0.464
H54 -2.4737 -5.1699 2.8149  0.253
H55 -4.3872 -1.4717 1.3068  0.385
H56 -5.0981 -2.1051 2.7472  0.357
H57 -4.1193 -3.9795 0.5199  0.255
H58 -5.7155 -3.2366 0.5358  0.398
H59 -5.2641 -4.3315 1.8283  0.301
C33 -6.3311 0.8892 -2.6751  -1.009
C34 -7.6280 1.6707 -2.5032  -0.370
N7 -8.0408 1.8437 -1.1120  0.078
C35 -9.3993 2.3714 -0.9783  -0.710
C36 -9.6681 3.7827 -1.4952  -0.947
C37 -7.0540 2.4395 -0.2166  -0.503
C38 -6.5297 3.8324 -0.5658  -1.012
H60 -6.4012 -0.0998 -2.2117  0.229
H61 -6.1273 0.7450 -3.7383  0.456
H62 -5.4756 1.4160 -2.2498  0.033
H63 -8.4093 1.1171 -3.0341  0.393
H64 -7.5226 2.6369 -3.0175  0.234
H65 -9.7043 2.3153 0.0725  0.354
H66 -10.0775 1.6854 -1.5009  0.406
H67 -9.2756 4.5410 -0.8167  0.216
H68 -10.7475 3.9492 -1.5643  0.395
H69 -9.2504 3.9520 -2.4898  0.272
H70 -6.1969 1.7604 -0.1483  0.155
H71 -7.4561 2.4612 0.8029  0.384
H72 -6.3099 3.9454 -1.6295  0.221
H73 -5.5990 4.0190 -0.0203  0.375
H74 -7.2296 4.6135 -0.2676  0.317
C39 2.7077 -5.3889 7.7431  -1.453
C40 1.8940 -4.1302 8.0197  -0.269
N8 2.3544 -2.9492 7.2925  0.154
C41 1.7278 -1.7098 7.7515  -0.722
C42 0.2224 -1.5587 7.5451  -0.671
C43 2.4600 -3.0804 5.8437  -1.031
C44 1.1933 -3.4460 5.0718  -0.344
H75 3.7659 -5.2339 7.9739  0.324
H76 2.3455 -6.2062 8.3719  0.432
H77 2.6192 -5.7152 6.7047  0.293
H78 1.9672 -3.9304 9.0936  0.462
H79 0.8363 -4.3471 7.8116  0.220
H80 2.2373 -0.8574 7.2882  0.362
H81 1.9339 -1.6059 8.8241  0.366
H82 -0.0203 -1.3331 6.5057  -0.067
H83 -0.1483 -0.7217 8.1447  0.422
H84 -0.3348 -2.4468 7.8506  0.274
H85 3.2248 -3.8323 5.6201  0.362
H86 2.8701 -2.1539 5.4252  0.326
H87 0.6132 -4.2317 5.5604  0.249
H88 1.4651 -3.8141 4.0772  0.535
H89 0.5503 -2.5782 4.9202  -0.240

Output
2S+1 ... 1
Frontier orbital gap ... 6.108 eV
Energy relative to the best compared isomer or geometry (same formula, charge and spin) ... 582.4 kJ/mol

A structure of composition C21H58N3O14Y. Source: OMol25; level of theory: the ωB97M-V functional and the def2-TZVPD basis.

Last column: Mulliken spin population.
Element x y z (Å)
Y1 1.9032 -1.5987 2.1044  0.000
O1 0.0586 1.3496 -0.1522  -0.003
C1 0.6352 0.4380 0.5372  -0.001
O2 0.5822 -0.7436 0.2524  0.000
O3 1.3465 0.6138 1.5104  0.000
H1 -0.3476 0.7916 -0.8195  0.000
C2 0.3853 -5.7507 -0.1671  0.000
C3 0.2152 -4.5673 0.8859  0.000
C4 -0.0669 -5.1641 2.2610  0.000
O4 -0.6119 -4.3657 3.3307  0.000
C5 -0.9650 -5.1192 4.4858  0.000
N1 1.4502 -3.7486 0.8217  0.000
H2 -0.3491 -6.5506 -0.0722  0.000
H3 1.2491 -6.3941 -0.0001  0.000
H4 0.4454 -5.4422 -1.2108  0.000
H5 -0.6716 -3.9765 0.6562  0.000
H6 0.7682 -5.7842 2.5869  0.000
H7 -0.8242 -5.9058 2.0069  0.000
H8 -1.9494 -5.5865 4.4585  0.000
H9 -0.9378 -4.4228 5.3238  0.000
H10 -0.2135 -5.8729 4.7213  0.000
H11 2.2287 -4.3873 0.8997  0.000
H12 1.5037 -3.5148 -0.1594  0.000
C6 2.6835 2.6708 -2.3572  0.004
C7 2.7919 4.0997 -2.2138  -0.014
C8 1.4552 4.8250 -2.5908  0.119
O5 1.2988 4.8168 -4.0446  0.008
C9 0.0367 5.3723 -4.4509  0.007
N2 3.0706 4.3956 -0.8028  0.809
H13 1.9412 2.2838 -1.6590  0.005
H14 3.6182 2.1377 -2.1834  0.000
H15 2.3222 2.3430 -3.3319  -0.003
H16 3.6479 4.3821 -2.8267  0.031
H17 1.5325 5.8751 -2.3088  0.001
H18 0.6626 4.2512 -2.1107  0.023
H19 -0.0606 6.4267 -4.1924  0.000
H20 -0.7956 4.9237 -3.9087  -0.001
H21 -0.2227 5.3491 -5.5094  0.003
H22 3.0519 5.3686 -0.5326  -0.011
H23 2.2769 4.0598 -0.2761  0.001
C10 -1.9281 -0.9453 4.5898  0.000
C11 -0.5995 -0.7911 3.9582  0.000
C12 0.5952 -0.6116 4.9244  0.000
O6 1.7941 -0.4667 4.1082  0.000
C13 2.8675 0.2494 4.7683  0.000
N3 -0.3279 -1.8066 2.8932  0.000
H24 -2.6820 -0.9571 3.8027  0.000
H25 -2.1585 -0.0540 5.1733  0.000
H26 -2.0246 -1.8441 5.1988  0.000
H27 -0.4765 0.0829 3.3186  0.000
H28 0.7931 -1.4087 5.6411  0.000
H29 0.4789 0.3033 5.5054  0.000
H30 2.6192 1.2003 5.2396  0.000
H31 3.7405 0.4287 4.1407  0.000
H32 3.3135 -0.3012 5.5966  0.000
H33 -1.1681 -1.8936 2.3395  0.000
H34 -0.3329 -2.7504 3.2529  0.000
C14 2.3723 -0.8213 -2.8322  -0.001
C15 1.4014 -2.0043 -3.0882  0.000
O7 0.7939 -2.6560 -1.9532  0.000
O8 3.6417 -1.4068 -2.4683  0.000
H35 2.1103 -0.1535 -2.0116  0.000
H36 2.5132 -0.2245 -3.7334  0.000
H37 1.8262 -2.7723 -3.7346  0.000
H38 0.4699 -1.8259 -3.6253  0.000
H39 0.4944 -1.9913 -1.3287  0.000
H40 3.7921 -1.3836 -1.5204  0.000
C16 -2.7472 -1.1018 -0.1590  0.000
C17 -2.6550 -2.2913 -1.1323  0.000
O9 -3.6398 -3.2443 -0.8186  0.000
O10 -2.4373 -1.4633 1.1730  0.000
H41 -3.7152 -0.6104 -0.2567  0.000
H42 -1.9615 -0.3924 -0.4188  0.000
H43 -1.6327 -2.6695 -1.1262  0.000
H44 -2.8194 -1.9290 -2.1471  0.000
H45 -3.3170 -3.8651 -0.1613  0.000
H46 -3.1908 -1.9252 1.5479  0.000
C18 -2.8708 1.1261 -3.5439  0.000
C19 -1.5548 1.6291 -2.8484  0.000
O11 -0.7183 0.5650 -2.6977  0.000
O12 -2.5581 0.5726 -4.8530  0.000
H47 -3.5805 1.9352 -3.7167  0.000
H48 -3.3795 0.3764 -2.9379  0.000
H49 -1.6994 1.9375 -1.8130  0.000
H50 -1.0011 2.3655 -3.4307  0.000
H51 -0.2994 0.4066 -3.5469  0.000
H52 -3.3745 0.4618 -5.3456  0.000
C20 -1.3544 5.1461 -0.2736  0.001
C21 -0.5949 4.7729 0.9754  -0.003
O13 0.6004 4.0810 0.5489  0.020
O14 -2.0430 4.0859 -0.8118  0.000
H53 -0.6490 5.5185 -1.0164  0.001
H54 -2.1178 5.8781 -0.0101  0.000
H55 -1.2638 4.2604 1.6668  0.002
H56 -0.3932 5.7523 1.4092  0.001
H57 0.3588 3.1965 0.2646  0.001
H58 -2.4559 4.3517 -1.6367  0.000

Output
2S+1 ... 2
Total charge ... +3
Frontier orbital gap (alpha / beta) ... 7.202 / 4.721 eV

A cluster of 2 separate species, C4H10O2 in total. Source: OMol25; level of theory: the ωB97M-V functional and the def2-TZVPD basis.

Last column: Mulliken spin population.
Element x y z (Å)
C1 2.0058 0.3565 -0.0673  -0.001
O1 0.9816 0.9394 0.7752  0.000
C2 1.6511 -1.0892 -0.3418  0.001
H1 3.0172 0.4289 0.3347  0.000
H2 2.0323 0.9417 -0.9889  0.000
H3 1.3841 1.4580 1.4796  0.000
H4 1.7891 -1.8289 0.4366  0.000
H5 2.2060 -1.3833 -1.2369  0.000
H6 0.6026 -1.1238 -0.6662  0.000
C3 -3.1033 -0.3763 -0.1171  0.493
C4 -2.0263 0.3686 0.3594  0.216
O2 -1.5371 1.3289 -0.3371  0.189
H7 -3.6338 -1.0747 0.5157  0.030
H8 -3.3641 -0.2652 -1.1624  0.035
H9 -1.4514 0.0988 1.2456  0.036
H10 -0.5539 1.2205 -0.2292  0.001

Output
2S+1 ... 2
Total charge ... +1
Frontier orbital gap (alpha / beta) ... 10.353 / 6.709 eV
Energy relative to the best compared isomer or geometry (same formula, charge and spin) ... 150.2 kJ/mol

no.,calculated total energy (a.u.)
1,-4411.35240
2,-2089.85734
3,-308.52360